# 1
ORCA calculation (the ωB97M-V functional and the def2-TZVPD basis) on a structure of composition C26H45F3MnO2P2 in a non-equilibrium geometry.

Its lowest unoccupied orbital energy (spin up / spin down) is -4.92 / -3.24 eV. The value obtained for the gap between HOMO and LUMO (spin up / spin down) is 0.2233 / 0.3078 Ha. Its charge is +1. Its spin multiplicity is 5. The HOMO energy (spin up / spin down) is -11.00 / -11.62 eV.

Each line ends with the Mulliken charge.
Geometry (Å):
Mn  0.0122  -0.0298  0.0328  -0.02
C  1.1443  -1.8553  -0.6543  0.64
C  1.9949  -0.7501  -1.0435  0.99
C  1.7127  -0.7028  1.2659  0.48
C  1.0523  -1.8729  0.7759  1.66
C  2.3407  -0.0256  0.1468  0.96
C  0.8112  -3.0211  -1.5661  -1.88
H  0.6003  -2.7500  -2.6299  0.33
H  -0.0574  -3.6415  -1.2540  0.39
H  1.6599  -3.7469  -1.6317  0.34
C  0.6245  -3.0151  1.6052  -1.56
H  0.1394  -3.8353  1.0484  0.47
H  -0.0852  -2.7261  2.4070  0.05
H  1.4813  -3.4772  2.1322  0.37
C  2.0267  -0.4178  2.6933  -1.77
H  3.0200  -0.8086  3.0102  0.31
H  1.2974  -0.8573  3.4008  0.31
H  2.0445  0.6605  2.9744  0.26
C  3.5292  0.8638  0.3653  -2.03
H  4.4279  0.2130  0.4788  0.37
H  3.5042  1.4495  1.3109  0.46
H  3.8078  1.5910  -0.4274  0.33
C  2.8091  -0.8630  -2.2631  -1.99
H  3.5044  -1.7184  -2.1067  0.36
H  3.4480  0.0035  -2.4747  0.47
H  2.2557  -1.1175  -3.1853  0.21
C  -0.8973  1.8619  -3.1676  0.30
C  -0.1330  0.8813  -3.7257  0.27
C  0.6003  1.0828  -5.0247  -1.19
C  1.8597  1.9989  -4.8648  -1.06
C  2.0682  2.5512  -3.4643  -0.20
C  1.2946  3.5365  -2.9766  -0.36
C  0.1417  4.1246  -3.7523  -0.87
C  -1.1110  3.1938  -3.8285  -1.14
H  -0.0696  1.5212  -5.7863  0.45
H  1.7224  2.8530  -5.5508  0.36
H  0.9089  0.0958  -5.4222  0.35
H  -1.3979  3.0683  -4.8857  0.40
H  -1.3612  1.7938  -2.1769  0.20
H  0.0665  -0.0940  -3.2666  0.08
H  -1.9607  3.6984  -3.3331  0.32
H  -0.1219  5.1053  -3.3219  0.40
H  1.5904  4.0821  -2.0649  0.44
H  0.4700  4.3313  -4.7848  0.36
H  2.7677  1.4837  -5.2240  0.34
H  2.9928  2.2532  -2.9402  0.54
P  -2.2218  -1.1412  -0.4926  1.35
C  -2.4406  -2.6881  0.4345  -1.34
H  -3.4821  -3.0017  0.2691  0.62
H  -2.2934  -2.6048  1.5196  -0.02
H  -1.7926  -3.4922  0.0588  0.34
C  -3.7276  -0.2595  -0.0551  -1.33
H  -4.5650  -0.9700  -0.1651  0.48
H  -3.9228  0.5947  -0.7208  0.42
H  -3.7375  0.1020  0.9832  0.28
C  -2.6369  -1.7914  -2.1147  -1.42
H  -2.8506  -0.9959  -2.8421  0.38
H  -3.5528  -2.3976  -1.9949  0.50
H  -1.8560  -2.4466  -2.5336  0.31
P  -0.2522  2.3004  1.0069  1.78
C  1.2885  3.1781  1.3853  -1.60
H  1.0165  4.2419  1.4893  0.52
H  2.1190  3.0900  0.6743  0.20
H  1.6765  2.8508  2.3735  0.41
C  -1.5805  3.4365  0.5028  -1.23
H  -1.2884  4.1000  -0.3238  0.32
H  -1.8201  4.0785  1.3753  0.51
H  -2.5227  2.9152  0.2309  0.27
C  -0.7259  2.3804  2.7387  -1.99
H  -0.5975  3.4241  3.0588  0.66
H  -0.1060  1.7413  3.3760  0.33
H  -1.7751  2.1065  2.8910  0.40
F  -2.8532  -0.9564  4.9976  -0.26
C  -2.5858  -1.2779  3.7324  0.30
F  -2.4611  -2.6539  3.6800  -0.29
F  -3.7146  -1.0006  3.0058  -0.26
C  -1.2934  -0.5904  3.1933  -0.56
O  -0.5822  -0.1541  4.1114  -0.68
O  -1.1175  -0.4853  1.9222  1.10

Atomic forces in eV per Å
Mn -1.52 0.58 0.41
C 0.57 -0.26 -0.34
C 0.05 0.02 1.36
C 0.18 -1.65 0.11
C 1.43 0.77 0.61
C 0.18 -0.97 -1.14
C -0.33 -0.53 -0.69
H 0.24 0.18 0.88
H 0.55 0.61 0.12
H -0.36 0.69 0.27
C -0.84 -0.88 1.11
H 0.28 0.51 0.06
H 0.41 -0.11 -0.47
H -0.18 0.35 -0.34
C -0.01 0.27 1.43
H -0.41 0.11 -0.56
H 0.39 0.17 -0.65
H -0.07 -0.64 -0.49
C 0.86 0.78 0.17
H -0.59 0.16 -0.12
H -0.29 -0.55 -0.60
H -0.56 -0.60 0.19
C 0.82 -0.13 -1.27
H -0.28 0.41 -0.09
H -0.34 -0.10 0.11
H 0.07 0.28 0.45
C 0.61 -1.29 -0.65
C -1.01 0.87 0.47
C -0.08 -0.42 -0.33
C 0.15 0.16 -0.04
C 0.41 0.83 -0.18
C 0.95 0.30 -0.20
C 0.15 0.24 -0.03
C -0.45 0.31 0.05
H 0.24 -0.16 0.34
H 0.14 -0.24 0.27
H -0.15 0.51 0.18
H 0.08 -0.03 0.39
H 0.19 -0.51 -0.22
H -0.37 0.42 0.33
H 0.33 -0.23 -0.27
H 0.00 -0.44 -0.15
H -0.17 -0.60 -0.25
H -0.03 -0.05 0.34
H -0.41 0.11 0.31
H -0.66 0.12 -0.10
P 0.54 -0.33 0.18
C -0.10 -0.56 0.56
H 0.25 0.04 -0.01
H 0.01 0.08 -0.69
H -0.18 0.33 0.01
C -0.79 0.62 0.19
H 0.26 0.27 0.01
H 0.17 -0.27 0.10
H 0.22 -0.21 -0.38
C -0.43 -0.23 -1.01
H 0.16 -0.16 0.18
H 0.33 0.22 -0.15
H -0.21 0.32 0.25
P -0.10 -0.39 0.83
C 0.95 1.07 -0.36
H 0.28 -0.24 -0.02
H -0.47 0.11 -0.05
H -0.44 0.04 -0.64
C -0.37 1.06 -0.66
H -0.17 -0.27 0.06
H 0.21 -0.31 -0.55
H 0.73 0.05 0.09
C -0.44 -0.57 1.14
H -0.05 -0.23 -0.17
H -0.25 0.14 -0.21
H 0.18 -0.02 0.01
F 0.25 -0.09 -0.70
C -1.08 -1.05 -0.02
F 0.16 0.99 0.08
F 0.83 0.05 0.27
C 0.90 1.30 0.82
O -0.77 -0.93 -1.24
O -0.79 -0.20 1.33



# 2
ORCA calculation (the ωB97M-V functional and the def2-TZVPD basis) on a structure of composition C42H59Cl2I2N4NaO4Si3.

Its lowest unoccupied orbital energy is 3.32 eV. The value obtained for the gap between HOMO and LUMO is 0.2016 Ha. Its charge is -2. The HOMO energy is -2.17 eV.

Each line ends with the Mulliken charge.
Geometry (Å):
Na  -0.3805  -0.3707  0.6131  1.05
N  0.8740  2.6694  0.9411  0.74
C  0.7217  4.0172  1.1570  0.15
C  1.8428  4.8142  1.4271  -0.86
C  1.7192  6.1677  1.6816  -0.54
C  0.4666  6.7704  1.6856  -0.92
C  -0.6464  5.9808  1.4283  -0.28
C  -0.5497  4.6188  1.1675  -0.02
C  -1.7861  3.8525  0.8280  0.88
C  -2.4580  4.2129  -0.3447  -0.74
C  -3.6010  3.5578  -0.7702  -1.01
C  -4.0848  2.4925  -0.0259  -0.21
C  -3.4471  2.1370  1.1505  0.40
C  -2.3191  2.8226  1.6082  -0.57
H  1.7854  2.3227  0.6935  0.16
H  0.1436  2.1714  0.4592  -0.49
H  2.8204  4.3440  1.4329  0.43
H  2.6076  6.7523  1.8927  0.38
H  0.3563  7.8252  1.9004  0.35
H  -1.6361  6.4240  1.4390  0.43
H  -2.0440  5.0201  -0.9380  0.51
H  -4.0825  3.8485  -1.6966  0.27
H  -4.9500  1.9333  -0.3627  0.27
H  -3.8322  1.3154  1.7426  0.13
C  3.8363  0.5043  0.9229  -1.24
O  2.7275  -0.3124  1.1794  0.21
Si  2.6072  -1.9220  0.6547  -0.64
C  4.2134  -2.7683  1.1928  -1.18
C  2.7707  -1.8907  -1.2174  0.51
C  1.0788  -2.5741  1.3103  2.24
Si  1.0645  -2.7676  3.1096  -0.42
C  1.5888  -4.4946  3.6912  -1.06
C  2.1720  -1.5684  4.0410  -1.07
C  -0.6326  -2.4763  3.8734  -0.32
Si  0.3117  -3.8804  0.3449  0.26
C  -0.1295  -3.3949  -1.4424  -0.52
C  -1.3098  -4.5029  1.0892  -0.47
C  1.3639  -5.4425  0.1111  -1.16
H  4.7896  -0.0138  1.0901  0.25
H  3.8053  1.3610  1.6028  0.32
H  3.8301  0.8817  -0.1074  0.24
H  5.0851  -2.3949  0.6424  0.27
H  4.1241  -3.8416  0.9910  0.31
H  4.4075  -2.6511  2.2622  0.28
H  3.5264  -1.1437  -1.4863  -0.75
H  1.8437  -1.5878  -1.7010  -0.45
H  3.0972  -2.8576  -1.6210  0.48
H  2.6224  -4.7118  3.3988  0.26
H  0.9532  -5.2682  3.2475  0.29
H  1.5132  -4.5778  4.7814  0.34
H  3.2280  -1.6562  3.7788  0.22
H  2.0688  -1.7407  5.1176  0.44
H  1.8697  -0.5389  3.8313  0.18
H  -1.3997  -3.1277  3.4466  0.26
H  -0.9279  -1.4400  3.6830  -0.35
H  -0.6138  -2.6160  4.9599  0.51
H  -0.3595  -2.3293  -1.5402  -0.33
H  -0.9970  -3.9623  -1.7976  0.44
H  0.7061  -3.6039  -2.1169  0.38
H  -2.0111  -3.6693  1.2016  -0.27
H  -1.1557  -4.9412  2.0803  0.36
H  -1.7661  -5.2648  0.4469  0.34
H  2.3083  -5.1773  -0.3797  0.23
H  0.8591  -6.1926  -0.5095  0.33
H  1.6124  -5.8984  1.0750  0.27
I  -1.6381  2.3280  3.5681  0.07
I  -1.0503  1.8624  6.9429  -0.83
C  -3.7898  -0.8684  3.5363  -0.80
N  -4.4124  -1.1834  2.2585  0.57
C  -5.8125  -1.5445  2.3017  -0.75
C  -6.4632  -1.2937  0.9604  -0.58
C  -5.6663  -2.0129  -0.1057  -0.74
N  -4.2717  -1.6292  -0.0391  0.54
C  -3.5131  -1.7109  -1.2713  -1.09
C  -3.6424  -1.2728  1.1252  -0.31
O  -2.4408  -1.0306  1.1602  -0.53
H  -4.2533  0.0164  3.9770  0.40
H  -2.7370  -0.6690  3.3944  -0.23
H  -3.8974  -1.7079  4.2289  0.38
H  -6.2866  -0.9429  3.0793  0.40
H  -5.9355  -2.5975  2.5924  0.31
H  -6.4600  -0.2202  0.7530  0.18
H  -7.4974  -1.6421  0.9655  0.38
H  -6.0332  -1.7530  -1.1006  0.35
H  -5.7812  -3.1006  0.0034  0.30
H  -4.0264  -1.1428  -2.0518  0.43
H  -3.4001  -2.7495  -1.5957  0.34
H  -2.5363  -1.2631  -1.1313  -0.04
Cl  3.3318  -1.3453  -5.7286  -0.32
C  4.0838  -0.2926  -4.5460  0.86
C  5.2828  -0.7031  -4.0050  -0.62
C  5.9188  0.0911  -3.0657  -0.51
C  5.3109  1.2708  -2.6774  -0.74
C  4.1015  1.6706  -3.2203  0.97
Cl  3.4348  3.1523  -2.6007  -0.14
C  3.4449  0.9179  -4.2058  -0.75
N  2.3110  1.2858  -4.8992  -0.11
C  1.3651  2.3151  -4.5792  -0.37
C  1.6088  3.6069  -5.0396  0.01
C  0.7310  4.6339  -4.7559  -0.57
C  -0.4237  4.3585  -4.0259  -0.60
C  -0.6832  3.0651  -3.6145  -0.65
C  0.2033  2.0185  -3.8845  0.24
C  -0.1576  0.6362  -3.3911  -0.71
C  -0.3058  0.6635  -1.8680  0.50
O  -1.4642  0.7673  -1.3912  -0.57
O  0.7607  0.5791  -1.2065  -0.69
H  5.6987  -1.6522  -4.3141  0.38
H  6.8498  -0.2233  -2.6149  0.37
H  5.7563  1.8996  -1.9188  0.36
H  1.9005  0.5073  -5.3911  0.39
H  2.5239  3.7928  -5.5885  0.41
H  0.9478  5.6417  -5.0873  0.37
H  -1.1153  5.1538  -3.7752  0.43
H  -1.5682  2.8383  -3.0326  0.35
H  0.6051  -0.1010  -3.6452  0.13
H  -1.1111  0.3348  -3.8274  0.34

Atomic forces in eV per Å
Na 0.22 -0.14 0.18
N -0.05 0.04 0.02
C 0.05 -0.27 0.12
C 0.03 0.04 -0.05
C -0.05 -0.04 0.03
C 0.00 -0.10 -0.01
C 0.00 0.06 -0.01
C -0.14 0.07 0.08
C 0.11 0.07 0.00
C 0.02 -0.03 -0.07
C 0.10 -0.05 -0.02
C 0.08 0.00 0.04
C 0.00 0.04 0.13
C -0.12 -0.21 0.06
H 0.03 0.01 -0.03
H -0.07 0.16 -0.20
H -0.02 0.01 0.00
H -0.01 -0.01 -0.01
H 0.00 0.01 0.00
H 0.00 0.01 0.00
H 0.02 0.01 -0.02
H -0.01 0.02 0.01
H -0.01 -0.02 0.01
H -0.01 0.07 -0.01
C -0.12 -0.06 0.01
O 0.10 -0.13 -0.04
Si -0.06 0.42 0.05
C 0.15 -0.06 0.10
C 0.07 0.00 -0.22
C 0.11 0.09 -0.26
Si -0.15 0.04 0.21
C 0.04 -0.17 0.07
C 0.07 0.12 0.04
C -0.08 0.00 0.04
Si -0.13 0.02 -0.12
C -0.02 0.02 -0.10
C -0.14 -0.03 0.08
C 0.12 -0.12 -0.02
H 0.01 -0.02 -0.01
H 0.01 0.02 0.02
H -0.02 0.01 -0.06
H -0.02 -0.02 0.02
H 0.02 0.05 -0.01
H 0.01 -0.02 -0.04
H 0.06 -0.03 -0.03
H 0.06 0.01 -0.01
H -0.04 0.06 0.03
H -0.05 0.02 0.01
H 0.02 0.01 0.05
H 0.02 -0.02 -0.03
H 0.00 0.00 0.02
H 0.00 0.03 -0.04
H 0.02 -0.03 0.05
H 0.00 0.06 0.05
H 0.07 -0.08 0.05
H 0.00 0.01 -0.06
H -0.04 -0.04 0.00
H 0.03 0.00 0.02
H -0.05 0.02 0.01
H 0.02 -0.06 -0.01
H -0.03 0.00 -0.06
H 0.02 0.02 0.01
H -0.05 -0.04 0.01
H 0.02 0.01 0.02
H -0.02 0.02 -0.07
I 0.03 0.27 -0.38
I -0.03 -0.05 0.11
C -0.10 -0.10 0.00
N 0.00 0.04 -0.07
C 0.07 0.02 0.03
C -0.03 0.04 -0.01
C 0.09 0.00 0.00
N -0.11 0.08 -0.04
C 0.03 -0.03 0.03
C -0.06 -0.06 0.23
O 0.04 0.01 -0.05
H -0.02 0.01 0.00
H -0.04 0.02 -0.02
H 0.02 0.00 0.00
H -0.02 0.03 0.02
H 0.01 -0.02 0.01
H -0.02 -0.01 0.00
H -0.01 0.00 0.00
H -0.02 0.01 -0.03
H 0.01 -0.02 0.01
H 0.00 -0.02 0.00
H 0.01 -0.03 -0.01
H -0.03 0.02 0.00
Cl 0.00 0.10 0.06
C -0.03 0.01 -0.06
C 0.00 -0.03 0.03
C -0.06 -0.02 0.03
C 0.03 -0.05 0.07
C -0.03 0.09 0.06
Cl 0.11 -0.04 0.15
C 0.03 0.03 -0.10
N -0.12 -0.08 -0.05
C 0.25 -0.07 -0.14
C 0.01 0.02 -0.06
C -0.06 -0.05 0.02
C 0.08 -0.02 -0.02
C -0.03 0.05 0.03
C -0.33 -0.11 0.08
C 0.10 0.12 -0.19
C 0.04 -0.02 0.38
O 0.33 -0.09 -0.04
O -0.26 0.03 -0.09
H -0.01 0.01 0.01
H -0.01 0.01 -0.02
H 0.00 0.00 0.00
H 0.01 0.01 0.01
H -0.01 -0.01 0.00
H -0.01 0.00 -0.01
H 0.00 -0.01 -0.01
H -0.05 0.01 0.04
H 0.00 0.06 0.00
H 0.00 0.00 -0.03



Look up the charge of the second one. -2